1.
Entry from OMol25: a structure of composition C22H27O2Tb at a distorted geometry (ωB97M-V/def2-TZVPD).

```
52
Properties=species:S:1:pos:R:3:forces:R:3
C -0.93928 -3.16382 0.21475 0.7 0.2 0.1
C 1.11469 2.86243 0.71327 -0.7 0.7 0.0
C 0.81065 -2.82475 1.68371 -0.7 0.1 -0.5
H -1.94000 -3.30024 -0.18945 0.2 -0.1 0.1
C 1.02329 -0.22763 -6.73770 -0.2 0.3 -0.1
H 2.05746 -0.45301 4.18833 -0.2 0.1 0.1
H 0.81352 1.59688 -7.89057 0.0 -0.1 0.3
H -1.98918 2.81535 2.02811 0.4 -0.2 -0.2
C -0.07081 -0.06147 4.23201 -0.1 0.0 -0.5
H -1.45035 -1.69709 4.52304 0.1 0.0 0.0
H -1.88479 -1.25612 -2.03939 -0.5 0.1 0.2
C 0.27485 -3.17197 -0.52955 0.0 0.0 0.7
H -1.68858 0.49395 -2.52316 -0.5 0.2 -0.2
H 2.41038 -2.90782 0.10591 -0.2 -0.1 0.1
H -0.30115 2.84559 -6.04567 0.1 -0.3 0.0
O -0.17947 -0.10898 2.81625 0.2 1.0 0.0
C 0.78560 -0.85418 -5.52245 -0.3 0.2 0.8
C 0.62797 1.10529 -6.93543 -0.1 -0.3 0.5
C 0.29352 2.72306 -0.44600 -0.3 0.8 0.2
H -0.38029 -1.38900 5.90841 0.0 0.0 -0.2
H -2.05580 0.76921 4.41611 0.1 0.0 0.1
C -0.21069 -0.87389 -3.26899 0.0 0.0 0.8
H -1.94553 2.61209 -0.67511 0.4 -0.2 0.3
H 0.56506 3.09819 2.88252 -0.1 -0.3 -0.4
H 0.35802 -3.33729 -1.59992 0.0 0.0 0.1
H -0.76995 1.98869 4.42421 0.0 -0.1 0.0
C 1.35639 -2.95609 0.37214 -0.7 0.2 -0.2
C -0.43305 -1.41647 4.81210 0.0 -0.4 0.2
H 2.19771 2.99755 0.73038 -0.4 -0.2 0.0
H 1.51838 -0.77231 -7.54225 -0.1 0.1 0.3
H -1.04297 0.98593 5.86493 0.0 0.0 -0.2
H 1.49151 0.30781 5.69558 0.0 0.0 -0.2
C 0.25525 2.89483 1.85692 -0.4 0.9 -0.5
Tb 0.04370 0.59569 0.90655 0.2 -5.1 0.2
H 1.64639 1.27257 4.20923 -0.1 -0.1 0.1
C -1.07068 2.65298 -0.02215 0.5 0.8 0.1
C -0.25896 1.19243 -4.67876 -0.1 -0.9 0.2
C 0.10380 -0.17886 -4.45670 0.9 1.6 -1.6
C 1.36549 0.28865 4.60457 0.2 0.1 0.1
C -0.00443 1.80627 -5.89772 0.1 0.0 0.0
C -1.04052 0.98431 4.76668 -0.1 0.2 0.2
C -0.60993 -2.95285 1.58559 0.6 0.2 -0.4
H 0.25109 -2.19248 4.45750 -0.1 0.1 0.0
H 0.34536 -1.78853 -3.07685 -0.5 -0.1 0.2
H 1.37866 -2.67027 2.59815 -0.1 -0.1 -0.2
H -1.31462 -2.90663 2.41262 0.2 0.0 -0.2
C -1.20509 -0.44061 -2.27551 0.5 -1.2 0.1
C -1.09617 2.75662 1.40311 0.5 1.0 -0.2
O -0.18564 -0.31174 -1.34997 0.5 1.0 -0.1
H 0.63761 2.72290 -1.48227 -0.1 -0.2 0.5
H -0.74612 1.73773 -3.86370 0.2 -0.1 -0.4
H 1.08765 -1.89290 -5.36341 -0.1 0.3 -0.1
```
Forces are in eV/Å.

Properties
Frontier orbital gap (spin up / spin down) = 0.129 / 0.129 Ha
LUMO (spin up / spin down) = -2.1 / -2.1 eV
Charge = 0
Multiplicity = 7
HOMO (spin up / spin down) = -5.609 / -5.605 eV

---

2.
Entry from OMol25: a cluster of 2 separate species, FH3N2O2S in total at a distorted geometry (ωB97M-V/def2-TZVPD).

```
9
Properties=species:S:1:pos:R:3:forces:R:3
F 2.07343 0.02937 0.04322 -0.6 0.2 0.1
H -1.55252 -0.64346 0.54338 -0.9 -0.8 -0.4
H -0.69480 -0.49905 1.85063 0.4 0.4 5.1
O 0.19642 2.08682 0.74958 0.5 0.2 1.4
N -0.67133 -0.40052 0.93002 -0.3 1.7 -5.7
O -1.21446 1.24226 -1.03442 0.4 -1.3 1.2
N 0.94955 0.13343 -0.76679 2.4 2.2 -3.9
H 1.45579 1.35227 -1.96748 -1.3 -2.6 2.8
S -0.26922 0.97264 0.02441 -0.6 0.0 -0.6
```
Forces are in eV/Å.

Properties
Frontier orbital gap (spin up / spin down) = 0.344 / 0.334 Ha
LUMO (spin up / spin down) = -1.4 / -1.6 eV
Charge = 0
Energy above the lowest of the compared OMol25 structures with the same formula, charge and spin = 117.6 kcal per mole
HOMO (spin up / spin down) = -10.750 / -10.647 eV

---

3.
Entry from OMol25: a structure of composition C4H2CrO5 at a distorted geometry (ωB97M-V/def2-TZVPD).

```
12
Properties=species:S:1:pos:R:3:forces:R:3
O 3.76248 -1.85350 0.26552 -1.0 1.6 -0.1
Cr 1.98647 1.90276 -1.10903 -0.7 -0.9 1.3
O 0.41709 1.88113 0.06485 2.3 1.9 -1.3
O -0.67724 -0.01663 -0.09267 2.2 1.5 2.1
H -1.61686 -1.80596 0.95590 0.4 0.4 0.1
O 2.53220 0.08366 -0.04462 -1.0 2.3 -0.8
O -3.35918 -0.53455 -1.37982 3.1 -0.4 0.5
C -1.84869 -0.83126 0.52457 1.3 0.5 -1.8
C -0.53954 1.20436 0.37953 -2.4 -2.9 0.0
H -1.36923 1.58371 0.99795 0.4 0.0 0.1
C -2.44528 -0.72750 -0.68198 -6.8 -0.7 -0.4
C 3.15778 -0.88623 0.11980 2.2 -3.3 0.4
```
Forces are in eV/Å.

Properties
Frontier orbital gap (spin up / spin down) = 0.188 / 0.239 Ha
LUMO (spin up / spin down) = -12.0 / -10.7 eV
Charge = +2
Energy above the lowest of the compared OMol25 structures with the same formula, charge and spin = 27.1 kcal per mole
Multiplicity = 5
HOMO (spin up / spin down) = -17.161 / -17.160 eV

---

4.
Entry from OMol25: a cluster of 13 separate species, C12H50N24O13 in total at a distorted geometry (ωB97M-V/def2-TZVPD).

```
99
Properties=species:S:1:pos:R:3:forces:R:3
O -2.43006 -2.08265 -0.87946 -1.1 0.1 -0.3
H 0.25425 -3.55896 -5.25924 0.0 -0.9 -0.5
H -3.35836 -0.23867 4.13653 -0.7 -0.3 0.1
H -0.06157 -3.74864 -2.79376 -0.1 -0.2 -0.2
C -0.86604 2.75674 -4.42462 1.6 4.4 -0.7
N 2.43402 0.49151 4.75231 -0.1 0.5 -0.4
C 0.03091 0.96326 -0.65758 1.2 1.9 3.2
H 2.14640 -0.44484 4.55037 0.1 -0.4 -0.6
N -1.36606 3.26960 -5.59899 0.1 -1.2 0.9
H 2.97568 0.41625 1.05923 0.2 0.5 -0.1
H -0.39810 -0.45679 -4.62212 -0.5 0.9 0.1
H 2.00538 3.97100 1.15387 -0.5 0.4 -0.3
N -0.52763 -3.39510 -5.89153 0.2 1.1 0.7
O -0.76431 -1.00917 5.89553 -1.1 1.2 -1.2
O 1.53216 -2.27951 0.51920 -0.2 -0.1 1.5
N 1.24773 5.50387 -0.71846 1.5 -0.9 0.4
H 1.68936 -3.63893 3.40064 -0.4 0.4 -0.4
H 0.36377 4.41436 -4.41758 0.2 0.0 0.3
H -3.66566 -2.16429 2.39754 0.3 -0.6 -0.3
C 1.99619 -3.65105 -3.06167 -2.0 0.6 -1.4
H -3.09763 -0.28169 1.32576 0.2 0.8 0.0
H 2.64271 1.48896 -0.18004 -0.8 1.2 -0.2
H -5.11042 -2.37148 -2.62101 0.6 -0.2 0.1
N -4.30328 -2.75505 -2.13831 0.5 0.6 0.6
O 3.45494 5.34167 -1.41905 -0.6 -0.7 0.9
H 3.61455 -3.02915 2.75268 -0.4 0.2 0.0
O -1.48206 -4.49965 2.05723 -0.1 0.3 -0.4
H 2.39897 0.61419 5.74402 -0.1 0.8 0.3
H -2.79947 3.48675 3.34789 -0.4 -0.1 0.2
N 1.76246 2.71897 4.27191 1.1 -1.4 0.6
N -1.94981 4.00836 3.40973 1.2 -0.2 -0.5
H 3.81918 -2.07931 1.37513 -0.2 0.3 0.1
O 1.98269 -3.99307 -4.27523 0.2 0.2 2.4
H -2.15211 -4.33537 4.42511 0.3 -0.1 0.7
C -2.18290 -3.64455 2.55473 -2.1 1.8 2.0
O 1.67573 1.00772 2.72184 -0.3 0.1 -1.3
H 0.38529 -3.87564 2.34881 0.0 0.5 -0.3
H -1.04722 2.93071 0.48747 0.5 -0.1 -0.4
N -3.39586 -0.71605 -2.53519 0.3 -0.3 1.7
N 1.15005 -3.25717 2.62184 0.4 -0.1 -0.3
H -3.33741 -0.85825 -3.52782 -0.2 -0.2 -0.2
H 0.27216 -0.60711 0.76107 -0.3 1.3 -1.0
N 3.33408 0.13707 -2.02482 0.0 -0.3 -0.2
C -1.44274 -0.47828 5.01578 -2.0 -1.1 0.5
C 1.91522 -2.59835 1.66045 0.0 -1.2 0.3
H 0.48622 3.41798 -3.01074 0.5 -0.3 0.8
H -2.53564 2.73442 1.29725 0.4 0.3 0.1
H 0.56137 4.86804 -0.36010 -0.4 -0.1 0.2
H 0.61331 -1.80040 -4.39051 0.0 0.1 0.1
C 1.97076 1.42101 3.82019 0.1 -0.1 2.7
H -0.70732 -4.07634 -6.64288 0.1 1.2 0.6
O -1.17538 1.71975 -3.93612 -0.8 -2.6 0.9
H 3.69501 -0.53592 -2.66747 0.0 -0.2 -0.3
H 3.98373 -3.24257 -2.63370 -0.3 0.1 -0.2
H -2.78142 0.02062 -2.23144 0.2 0.1 0.0
N -2.85051 -2.57597 1.95543 1.3 -0.9 -1.0
O -2.76116 0.63063 1.46610 -0.8 -1.2 0.0
H -1.05020 4.13187 -5.98522 -0.2 0.2 -0.2
N 0.00224 3.68720 -3.82805 -1.1 -0.8 -1.1
N 0.80626 -3.65904 -2.30154 1.1 -0.1 -1.1
O 0.23608 2.18017 -0.83914 -0.2 -0.6 -0.4
H 0.75694 -3.31716 -1.36272 0.3 0.1 0.5
O 0.15555 4.03712 2.44923 -0.6 -0.2 -0.3
H -2.71750 -2.57548 0.95455 -0.5 0.4 -0.4
N 0.02100 -1.26378 -5.00760 -0.4 -2.2 -1.0
O 4.08797 -1.25554 -0.40416 -0.8 1.7 -0.4
N -1.07646 0.06053 3.84446 0.5 0.3 -0.1
N -2.97426 -0.42445 5.04235 4.0 0.0 0.9
N 3.27224 0.81670 0.16827 -0.1 -1.1 1.2
H -4.25923 -3.74984 -2.00903 0.1 0.1 0.4
C 3.54321 -0.15888 -0.71686 1.8 -1.8 -0.4
H -0.29425 0.34333 -2.49014 -0.2 0.1 0.0
H 0.97797 5.96622 -1.57291 0.4 -0.2 -0.1
H -0.22533 -0.91988 -1.32550 -0.2 0.2 0.2
C -3.30456 -1.87625 -1.71865 -0.4 -0.1 -2.4
H -2.12433 2.74205 -5.95836 -0.4 -0.1 -0.8
C -1.03077 3.73282 2.38150 -1.2 0.1 -0.5
C 2.58994 5.01815 -0.61877 -0.3 0.4 1.1
N 3.01812 -3.05278 -2.41224 0.5 -0.9 -0.9
H 0.47236 0.92802 1.38533 -0.1 0.3 -1.0
H 2.79957 0.89813 -2.40253 0.0 0.2 0.3
O -1.53216 -1.43935 -6.69676 -0.1 -0.6 0.7
N -1.64545 3.22184 1.23565 0.2 0.5 1.4
N 2.79208 4.29240 0.60877 -0.4 0.4 -1.1
N -2.53020 -3.58056 3.90016 0.6 -1.6 -0.8
H -1.54859 4.06181 4.33693 0.0 0.0 -0.2
N -0.29030 0.07148 -1.51501 -0.6 -2.2 -4.5
H -1.87277 0.55865 1.08432 0.5 0.1 -0.1
H -3.33488 -1.08908 5.70150 -0.6 0.0 -0.2
H 1.80494 3.43217 3.59928 -0.7 0.7 -1.5
N 3.18817 -2.34607 2.13728 0.4 0.2 -1.0
H -0.15754 0.17481 3.44293 0.2 -0.3 0.6
C -0.79209 -2.02247 -5.92085 0.8 0.5 -0.7
H -2.68672 -2.70052 4.33491 0.1 0.4 0.3
N 0.07631 0.41346 0.58935 0.2 -1.0 2.8
H 2.37432 3.02663 5.00573 0.1 -0.4 0.7
H 3.63393 3.84025 0.94627 0.2 0.5 -1.1
H 2.81580 -2.48264 -1.63219 0.2 0.3 1.2
H -1.82156 0.22446 3.20323 -0.2 0.4 -0.6
```
Forces are in eV/Å.

Properties
Frontier orbital gap = 0.355 Ha
LUMO = 0.2 eV
Charge = 0
Energy above the lowest of the compared OMol25 structures with the same formula, charge and spin = 36.3 kcal per mole
HOMO = -9.514 eV

---

5.
Entry from OMol25: an isolated molecule of C2H6ClOPS at a distorted geometry (ωB97M-V/def2-TZVPD).

```
12
Properties=species:S:1:pos:R:3:forces:R:3
H -1.45271 1.11249 -1.00443 2.1 0.1 1.0
Cl -1.65920 -0.73103 1.32493 -1.6 -0.7 0.9
P 0.03936 -0.28700 0.44708 1.0 1.6 0.6
H 1.01195 -2.27497 -0.50826 1.2 -0.2 0.3
S 1.52227 0.24586 1.88267 0.2 -2.4 -1.8
C -0.48252 1.26607 -0.35733 -0.3 1.0 -1.5
H -0.56568 -2.13710 -1.04386 0.4 1.1 0.1
H 0.63924 -0.90030 -1.65079 0.3 -0.6 -0.3
H -0.77201 2.05834 0.40528 0.8 -1.2 -0.7
C 0.33515 -1.51155 -0.80122 -1.5 -0.6 -0.8
H 0.43372 1.62563 -0.99669 -1.9 -0.5 1.1
O 0.95043 1.53354 2.30263 -0.8 2.4 1.1
```
Forces are in eV/Å.

Properties
Frontier orbital gap = 0.282 Ha
LUMO = 0.5 eV
Charge = 0
Energy above the lowest of the compared OMol25 structures with the same formula, charge and spin = 54.9 kcal per mole
HOMO = -7.201 eV

---

6.
Entry from OMol25: an isolated molecule of C13H14N2O5S at a distorted geometry (ωB97M-V/def2-TZVPD).

```
35
Properties=species:S:1:pos:R:3:forces:R:3
C 4.04020 -1.59544 -1.32339 0.1 0.0 0.2
H 4.30230 -0.57753 -1.01696 0.0 0.0 0.0
N -1.35491 1.75399 1.79915 0.5 0.4 1.4
O 1.53649 -1.65362 -4.42086 0.2 0.1 0.4
H -0.87051 2.79214 5.56754 0.0 0.0 0.0
H 2.12731 -0.39287 -0.15731 0.1 0.0 0.0
H -3.69819 -0.10274 3.07676 0.0 0.0 0.1
O 3.12357 -1.59524 -2.39065 -0.3 0.1 -0.2
C 1.03548 -1.05582 -3.31351 0.1 0.0 0.1
C -0.22940 -0.49491 -3.20809 0.2 -0.2 -0.2
C -3.30827 -0.27635 4.08145 -0.4 0.0 0.0
H -0.90339 -0.51230 -4.04900 0.0 0.0 -0.1
C -0.19140 1.44123 2.28143 -0.7 0.4 -0.1
H 0.46854 -0.72526 -5.94047 0.0 0.0 0.0
N -1.37355 1.30678 0.53161 0.4 -0.7 -1.5
H 1.33665 -2.23301 -6.32101 -0.1 0.0 0.0
O -3.43479 2.36747 4.34482 -0.1 0.0 0.0
H 3.65345 -2.14639 -0.45988 0.0 0.0 0.0
H 4.92900 -2.09742 -1.70181 0.0 0.0 0.1
C 0.20603 0.12850 -0.93352 0.3 -0.3 -0.5
C -1.06563 2.61889 4.50834 0.1 -0.2 -0.4
C 1.48515 -0.43312 -1.02206 0.0 0.0 -0.1
C 1.90757 -1.02277 -2.19600 0.0 -0.1 -0.2
H -1.62765 0.53275 -1.94325 -0.1 0.0 0.0
C -0.64701 0.09503 -2.02819 0.2 0.1 0.4
O 0.58593 0.79956 1.38939 0.0 0.0 -0.1
C -2.35967 1.83843 4.35247 0.0 0.2 0.1
S 0.39293 1.74661 3.87213 0.4 0.1 0.4
H -0.18193 -2.29709 -5.39279 0.0 0.0 0.0
C 0.73209 -1.72230 -5.57336 -0.2 0.0 -0.2
C -0.22715 0.74490 0.29222 -0.9 0.5 0.4
H -2.98599 -1.30812 4.19566 0.0 0.1 0.0
H -4.07974 -0.02655 4.81190 0.0 -0.1 -0.1
O -2.15357 0.52709 4.29034 0.2 -0.2 0.2
H -1.16994 3.57545 3.99691 -0.1 -0.1 0.1
```
Forces are in eV/Å.

Properties
Structure (SMILES) = COC(=O)CSc1nnc(-c2ccc(OC)c(OC)c2)o1
Frontier orbital gap = 0.312 Ha
LUMO = 0.6 eV
Charge = 0
Energy above the lowest of the compared OMol25 structures with the same formula, charge and spin = 63.1 kcal per mole
HOMO = -7.927 eV